(1)
6
Properties=species:S:1:pos:R:3:nbo_charge:R:1 method="wB97M-V/def2-TZVPD" homo_lumo_gap_ev="9.1 / 6.4"
C 0.354 -0.061 1.583 0.11
C 0.207 0.522 0.305 0.31
N 0.644 -0.409 2.656 -0.18
F 0.554 1.802 0.236 -0.27
Cl -2.550 0.312 1.388 -0.22
H -0.010 0.038 -0.692 0.24

***

(2)
14
Properties=species:S:1:pos:R:3:nbo_charge:R:1 method="wB97M-V/def2-TZVPD" total_charge=+1 homo_lumo_gap_ev=9.4 smiles=CP(O)n1nnc[nH+]1
C 2.227 -0.642 0.336 -1.01
P 1.079 0.079 -0.872 1.27
O 1.406 1.668 -0.824 -0.93
N -0.550 -0.004 -0.046 -0.19
N -0.911 0.093 1.196 0.06
N -2.218 -0.008 1.271 -0.20
C -2.671 -0.172 0.041 0.22
N -1.635 -0.182 -0.794 -0.29
H 2.904 -1.293 -0.201 0.28
H 1.753 -1.201 1.138 0.27
H 2.785 0.166 0.798 0.27
H 1.122 2.041 0.024 0.51
H -3.694 -0.272 -0.262 0.27
H -1.597 -0.272 -1.803 0.48

***

(3)
40
Properties=species:S:1:pos:R:3:nbo_charge:R:1 method="wB97M-V/def2-TZVPD" total_charge=+2 homo_lumo_gap_ev=2.3
N -3.546 2.067 -0.503 -0.82
C -4.125 0.749 -0.238 -0.09
C -3.630 0.201 1.096 -0.43
C -2.365 -0.674 0.836 -0.39
C -1.353 -0.625 2.008 -0.40
C -0.130 0.263 1.774 -0.25
C 0.680 0.294 3.134 -0.08
O 1.944 -0.286 2.831 -0.47
C 2.213 0.187 1.576 0.78
O 3.187 0.795 1.242 -0.46
C 0.945 -0.226 0.776 -0.04
O 1.008 -1.618 0.533 -0.46
C 1.369 -1.941 -0.744 0.77
O 0.894 -2.922 -1.266 -0.43
C 2.332 -1.088 -1.519 -0.05
C 1.895 -0.524 -2.688 -0.23
C 2.757 0.271 -3.364 -0.09
C 4.078 0.529 -2.910 -0.08
C 4.509 -0.049 -1.760 -0.16
C 3.654 -0.851 -1.065 -0.07
H -3.810 2.319 -1.456 0.35
H -4.028 2.742 0.087 0.41
H -3.679 0.009 -1.035 -0.03
H -5.212 0.711 -0.363 0.23
H -4.426 -0.394 1.545 0.25
H -3.415 1.019 1.789 0.25
H -2.728 -1.702 0.776 0.24
H -1.859 -0.359 -0.087 0.16
H -1.885 -0.187 2.858 0.23
H -1.033 -1.612 2.342 0.25
H -0.345 1.300 1.509 0.23
H 0.829 1.328 3.463 0.20
H 0.134 -0.165 3.955 0.22
H 0.855 0.452 -0.081 0.21
H 0.892 -0.725 -3.035 0.23
H 2.403 0.744 -4.272 0.24
H 4.687 1.199 -3.501 0.25
H 5.506 0.147 -1.390 0.26
H 3.975 -1.304 -0.135 0.26
Zn -3.174 -0.071 -2.717 1.03